Record 1
{
  "formula": "C3H9NO",
  "method": "the ωB97M-V functional and the def2-TZVPD basis",
  "elements": ["C", "C", "N", "C", "H", "H", "H", "H", "H", "H", "H", "H", "H", "O"],
  "positions_angstrom": [[0.929, 1.286, 0.788], [0.898, -0.011, 0.903], [1.168, -0.984, -0.250], [-0.021, -1.216, -0.977], [-0.512, 0.869, -1.211], [1.196, 1.935, -0.044], [0.847, -0.666, 1.768], [1.704, -0.553, -0.994], [-0.383, -0.046, -0.989], [0.275, -1.416, -2.008], [-0.811, -1.875, -0.637], [-1.710, 0.768, 1.942], [-1.421, 1.154, 0.610], [-2.159, 0.755, 1.099]],
  "forces_ev_per_a": [[-0.1987, -0.7605, -0.6404], [1.3817, -0.6433, 0.6551], [-2.5035, 0.4269, -0.9936], [2.4164, -1.8759, -0.3700], [0.5558, -0.4177, 0.6348], [-0.1268, 0.2264, 0.0432], [-0.3463, 0.5973, 0.3093], [0.9443, 0.4598, 0.5644], [-1.2458, 1.5633, -0.8798], [-0.6167, 0.0313, -0.0649], [-0.0743, 0.3983, 0.6317], [-0.2414, -0.2414, 0.8137], [-0.4017, -0.0689, -0.3815], [0.4569, 0.3045, -0.3221]],
  "lumo_energy_ev": -1.519,
  "total_charge": 0,
  "energy_ev": -6787.0026,
  "homo_ev": -7.96,
  "multiplicity": 1,
  "e_above_lowest_ev": 8.0531
}

=====

Record 2
{
  "formula": "C3H9NO",
  "method": "the ωB97M-V functional and the def2-TZVPD basis",
  "elements": ["C", "O", "H", "H", "H", "C", "C", "N", "H", "H", "H", "H", "H", "H"],
  "positions_angstrom": [[-3.983, -1.133, -1.817], [-4.438, 0.145, -2.287], [-2.996, -1.078, -1.360], [-4.730, -1.423, -1.079], [-4.125, -1.818, -2.657], [2.831, 0.128, 1.324], [3.712, 0.357, 2.418], [2.494, 1.153, 0.578], [2.241, -0.786, 1.292], [4.503, -0.360, 2.602], [3.577, 1.217, 3.058], [1.664, 1.174, 0.014], [-3.821, 0.468, -2.913], [3.072, 1.955, 0.826]],
  "forces_ev_per_a": [[-1.4893, 0.6129, -0.5891], [-0.5109, -0.3687, 1.2948], [0.1250, -0.2754, -0.2026], [0.2475, -0.0680, 0.2234], [0.7748, -0.3840, 0.2643], [-1.2010, 1.1947, 0.4740], [0.5085, -0.8671, -0.3905], [1.0365, -0.9967, 1.7194], [0.4263, -0.2375, -0.5895], [-0.1895, -0.0548, 0.3873], [0.2313, 0.2489, -0.1534], [-0.0761, 0.1907, -0.5529], [0.8507, 0.4771, -1.0000], [-0.7339, 0.5280, -0.8852]],
  "lumo_energy_ev": [-5.338, -7.349],
  "total_charge": 1,
  "energy_ev": -6784.5615,
  "homo_ev": [-12.33, -12.33],
  "multiplicity": 2,
  "e_above_lowest_ev": 1.7475
}